1.
{
  "formula": "C4H18N2O5S",
  "method": "the ωB97M-V functional and the def2-TZVPD basis",
  "smiles": "NC[C@@H](CS)NC=O.O.O.O.O",
  "e_homo_ev": -9.11,
  "e_tot_ha": -1047.06864,
  "orbital_gap_ev": 9.1,
  "e_above_lowest_kj_mol": 203.0,
  "symbols": ["N", "C", "C", "C", "S", "N", "C", "O", "H", "H", "H", "H", "H", "H", "H", "H", "H", "H", "O", "H", "H", "O", "H", "H", "O", "H", "H", "O", "H", "H"],
  "coordinates": [[1.610, -1.255, 1.439], [0.355, -0.566, 1.306], [0.407, 0.893, 0.705], [1.838, 1.359, 0.451], [2.255, 3.066, 1.008], [-0.332, 0.910, -0.552], [0.023, 0.421, -1.741], [1.040, -0.161, -2.067], [2.063, -1.155, 2.328], [1.967, -1.990, 0.863], [-0.117, -0.583, 2.268], [-0.284, -1.220, 0.732], [-0.012, 1.618, 1.396], [2.619, 0.794, 0.922], [1.983, 1.486, -0.610], [1.665, 2.956, 2.207], [-1.228, 1.368, -0.513], [-0.746, 0.622, -2.499], [-3.606, -0.722, 0.399], [-4.302, -0.926, 1.020], [-2.797, -0.464, 0.844], [-1.502, 3.536, -0.090], [-0.902, 4.232, -0.380], [-1.374, 3.594, 0.863], [-0.560, -1.976, -3.445], [-1.011, -2.275, -2.661], [0.218, -1.441, -3.265], [0.472, -4.385, -0.354], [0.678, -3.553, 0.090], [-0.420, -4.184, -0.665]],
  "mulliken_charge": [-0.396, -0.975, 0.396, -0.754, -0.235, -0.008, -0.215, -0.701, 0.197, 0.139, 0.427, 0.248, 0.408, 0.432, 0.217, 0.092, 0.275, 0.469, -0.622, 0.304, 0.308, -0.628, 0.321, 0.307, -0.631, 0.267, 0.397, -0.630, 0.292, 0.301]
}


2.
{
  "formula": "C4H7N",
  "method": "the ωB97M-V functional and the def2-TZVPD basis",
  "smiles": "CC1=NCC1",
  "e_homo_ev": -9.11,
  "e_tot_ha": -211.28371,
  "orbital_gap_ev": 10.2,
  "e_above_lowest_kj_mol": 202.1,
  "symbols": ["C", "C", "N", "C", "C", "H", "H", "H", "H", "H", "H", "H"],
  "coordinates": [[0.781, 1.561, -0.508], [0.054, 0.517, 0.296], [0.164, 0.116, 1.534], [-0.628, -1.281, 1.178], [-0.910, -0.555, -0.139], [1.845, 1.405, -0.418], [0.516, 2.530, -0.118], [0.462, 1.471, -1.492], [-1.479, -1.512, 1.820], [-0.020, -2.062, 0.815], [-1.912, -0.159, -0.196], [-0.833, -1.238, -1.074]],
  "mulliken_charge": [-1.036, 0.496, -0.599, -0.422, -0.313, 0.285, 0.296, 0.306, 0.286, 0.247, 0.199, 0.255]
}


3.
{
  "formula": "C6H8",
  "method": "the ωB97M-V functional and the def2-TZVPD basis",
  "smiles": "C/C=C1/C=CC1",
  "e_homo_ev": -8.64,
  "e_tot_ha": -233.30349,
  "orbital_gap_ev": 9.8,
  "e_above_lowest_kj_mol": 219.3,
  "symbols": ["C", "C", "C", "C", "C", "C", "H", "H", "H", "H", "H", "H", "H", "H"],
  "coordinates": [[1.749, -0.067, -0.108], [0.746, 0.928, -0.586], [-0.508, 0.551, -0.281], [-2.064, 0.885, -0.300], [-2.351, -0.128, 0.492], [-0.900, -0.595, 0.641], [2.795, 0.111, -0.493], [1.513, -1.081, -0.261], [1.805, -0.028, 1.069], [1.077, 1.939, -1.069], [-2.724, 1.683, -0.693], [-3.207, -0.637, 0.839], [-0.547, -0.328, 1.646], [-0.508, -1.602, 0.294]],
  "mulliken_charge": [-1.040, 0.049, 0.118, -0.677, -0.363, -0.472, 0.309, 0.326, 0.213, 0.294, 0.313, 0.439, 0.188, 0.303]
}


4.
{
  "formula": "C25H59B2F12NO12S7Si2",
  "method": "the ωB97M-V functional and the def2-TZVPD basis",
  "e_homo_ev": -7.77,
  "e_tot_ha": -6560.06866,
  "orbital_gap_ev": 7.8,
  "symbols": ["C", "C", "B", "O", "Si", "N", "C", "C", "C", "O", "Si", "C", "O", "C", "F", "F", "F", "B", "O", "O", "C", "F", "F", "C", "F", "F", "C", "F", "F", "C", "F", "F", "F", "H", "H", "H", "H", "H", "H", "H", "H", "H", "H", "H", "H", "H", "H", "H", "H", "H", "C", "S", "O", "C", "H", "H", "H", "H", "H", "H", "C", "S", "O", "C", "H", "H", "H", "H", "H", "H", "C", "S", "O", "C", "H", "H", "H", "H", "H", "H", "C", "S", "O", "C", "H", "H", "H", "H", "H", "H", "C", "S", "O", "C", "H", "H", "H", "H", "H", "H", "C", "S", "O", "C", "H", "H", "H", "H", "H", "H", "C", "S", "O", "C", "H", "H", "H", "H", "H", "H"],
  "coordinates": [[-3.667, 2.339, -2.960], [-4.439, 1.146, -3.573], [-4.131, -0.183, -2.793], [-5.077, -0.813, -2.030], [-2.257, -0.953, -2.969], [-2.188, -2.356, -3.908], [-3.180, -3.132, -4.179], [-3.780, -4.058, -3.158], [-3.769, -3.186, -5.565], [-1.306, 0.234, -3.584], [-0.091, 0.081, -4.708], [1.172, -1.219, -4.174], [1.826, -0.727, -2.971], [2.976, -1.342, -2.669], [3.386, -0.932, -1.465], [3.963, -1.065, -3.553], [2.868, -2.688, -2.637], [-0.718, -0.224, -6.623], [-0.593, 0.875, -7.434], [-1.198, -1.427, -7.104], [-1.470, -1.429, -1.239], [-0.165, -1.799, -1.491], [-2.085, -2.543, -0.711], [-1.418, -0.332, -0.130], [-1.701, 0.879, -0.679], [-0.170, -0.251, 0.404], [-2.371, -0.579, 1.075], [-1.846, -1.570, 1.833], [-3.604, -0.938, 0.662], [-2.558, 0.649, 2.001], [-1.397, 1.219, 2.325], [-3.341, 1.559, 1.424], [-3.149, 0.246, 3.134], [-2.624, 2.229, -3.263], [-3.998, 3.312, -3.328], [-3.671, 2.363, -1.867], [-4.056, 1.012, -4.593], [-5.520, 1.333, -3.616], [-5.827, -0.232, -1.843], [-4.199, -3.472, -2.332], [-4.580, -4.669, -3.586], [-2.991, -4.722, -2.798], [-3.581, -2.256, -6.100], [-3.364, -4.047, -6.109], [-4.849, -3.347, -5.489], [0.631, 1.361, -4.702], [1.911, -1.273, -4.984], [0.751, -2.208, -3.977], [-1.001, 0.762, -8.305], [-1.808, -1.354, -7.848], [4.067, 4.034, -1.816], [3.178, 2.504, -2.139], [1.863, 2.893, -2.711], [2.882, 2.089, -0.420], [4.302, 4.485, -2.778], [3.433, 4.704, -1.236], [4.990, 3.812, -1.279], [2.325, 2.893, 0.061], [3.836, 1.927, 0.084], [2.297, 1.172, -0.408], [0.465, 5.223, -2.340], [-0.892, 4.122, -1.934], [-2.137, 4.905, -2.189], [-0.624, 4.158, -0.165], [0.456, 5.369, -3.418], [0.320, 6.171, -1.823], [1.402, 4.756, -2.041], [-0.657, 5.187, 0.185], [0.337, 3.704, 0.070], [-1.427, 3.581, 0.285], [4.192, 5.541, 1.390], [2.716, 4.595, 1.787], [1.545, 5.468, 1.490], [2.941, 4.605, 3.563], [4.215, 5.671, 0.310], [4.146, 6.513, 1.880], [5.071, 4.984, 1.714], [2.989, 5.636, 3.914], [3.851, 4.060, 3.810], [2.084, 4.097, 4.000], [-1.941, -2.670, 7.508], [-1.453, -1.022, 7.011], [-1.346, -0.206, 8.255], [-3.001, -0.564, 6.230], [-1.102, -3.088, 8.061], [-2.823, -2.605, 8.145], [-2.146, -3.265, 6.617], [-3.814, -0.639, 6.952], [-3.178, -1.220, 5.378], [-2.906, 0.463, 5.884], [1.303, -6.475, -4.230], [0.168, -5.120, -3.922], [-1.117, -5.743, -3.502], [-0.029, -4.627, -5.636], [1.514, -6.948, -3.274], [0.834, -7.191, -4.905], [2.225, -6.083, -4.659], [-0.409, -5.472, -6.211], [0.934, -4.295, -6.026], [-0.735, -3.798, -5.661], [3.911, -1.247, 2.223], [2.607, -0.036, 1.981], [3.153, 1.278, 2.425], [1.545, -0.627, 3.301], [4.704, -1.019, 1.513], [4.290, -1.173, 3.242], [3.517, -2.243, 2.025], [2.088, -0.596, 4.245], [1.216, -1.641, 3.071], [0.683, 0.034, 3.344], [1.210, -0.263, 10.180], [1.621, -1.377, 8.842], [0.895, -2.653, 9.097], [3.327, -1.667, 9.325], [0.157, -0.017, 10.059], [1.385, -0.764, 11.132], [1.818, 0.638, 10.095], [3.354, -2.074, 10.336], [3.880, -0.730, 9.271], [3.749, -2.385, 8.625]],
  "mulliken_charge": [-0.472, -0.709, 0.616, -0.665, -1.879, 1.454, 0.325, -1.138, -1.478, 0.970, 0.059, -0.321, -0.200, 0.693, -0.115, -0.318, -0.280, 0.549, -0.545, -0.599, 1.054, -0.191, -0.305, 0.198, 0.006, -0.214, 0.543, -0.280, -0.204, 0.332, -0.170, -0.242, -0.240, -0.146, 0.507, 0.090, 0.118, 0.493, 0.269, 0.191, 0.525, 0.167, 0.105, 0.340, 0.576, -0.343, 0.645, -0.134, 0.237, 0.237, -0.851, 0.307, -0.476, 0.362, 0.475, -0.145, 0.424, -0.690, 0.676, -0.237, -0.922, 1.008, -0.774, -0.551, 0.385, 0.454, -0.108, 0.551, -0.288, 0.173, -1.197, 1.098, -0.698, -1.217, 0.314, 0.420, 0.327, 0.442, 0.348, 0.330, -0.850, 0.627, -0.673, -1.080, 0.276, 0.322, 0.325, 0.418, 0.342, 0.313, -1.166, 0.740, -0.710, -0.652, 0.373, 0.368, 0.365, 0.514, 0.411, -0.243, -1.334, 0.994, -0.727, -1.171, 0.345, 0.424, 0.400, 0.529, 0.397, 0.085, -0.875, 0.612, -0.666, -1.004, 0.275, 0.331, 0.322, 0.312, 0.358, 0.321]
}